Here is an isolated ion of composition C14H19N2O5 and charge +1 at a distorted geometry from the Open Molecules 2025 dataset. Energies are from ωB97M-V/def2-TZVPD.

Results
total charge = +1
largest force on an atom = 1.1 eV/Å
energy = -28034.8673 eV
lowest unoccupied orbital energy = -4.71 eV
orbital gap = 7.737 eV
energy above the lowest of the compared OMol25 structures with the same formula, charge and spin = 0.00 kJ/mol
highest occupied orbital energy = -12.44 eV
SMILES = CCCNOC(=O)c1cc[n+](CC(=O)OC(C)=O)c(C)c1
M = 295.315 g mol⁻¹

Element x y z (Å)
C -2.7602 0.7371 -2.5747
C -1.9273 1.4841 -3.6357
C -0.4729 1.7012 -3.2513
N 0.3503 0.6273 -3.7859
O 1.6729 0.7107 -3.1932
C 2.0483 -0.4390 -2.5833
O 2.6147 -1.3199 -3.1301
C 1.7960 -0.4794 -1.1012
C 0.4987 -0.4111 -0.5968
C 0.3075 -0.4374 0.7594
N 1.3412 -0.5353 1.6267
C 1.0843 -0.5224 3.0733
C -0.3212 -0.9762 3.4299
O -0.6380 -2.1137 3.3160
O -1.1338 -0.0131 3.9447
C -2.1896 0.4065 3.1141
C -3.2046 -0.6004 2.6824
O -2.2411 1.5405 2.7950
C 2.6120 -0.6071 1.1638
C 3.7932 -0.7035 2.0737
C 2.8398 -0.5916 -0.2087
H -2.3149 0.8035 -1.5867
H -2.9058 -0.3031 -2.8519
H -3.7493 1.1755 -2.5188
H -1.9970 0.9651 -4.5857
H -2.3572 2.4677 -3.7733
H -0.1310 2.6316 -3.6907
H -0.3517 1.7982 -2.1708
H -0.0440 -0.2896 -3.5929
H -0.3339 -0.3456 -1.2685
H -0.6957 -0.3660 1.1347
H 1.7581 -1.1757 3.6040
H 1.2482 0.4825 3.4556
H -3.1261 -1.5411 3.2108
H -4.1917 -0.1820 2.8212
H -3.0828 -0.7972 1.6214
H 4.1951 -1.7103 2.0763
H 3.6012 -0.3760 3.0850
H 4.5538 -0.0415 1.6770
H 3.8545 -0.6536 -0.5648


Here is C48H46BrIN6O7PbS3Se as an isolated structure from the Open Molecules 2025 dataset. Energies are from ωB97M-V/def2-TZVPD.

Results
total charge = 0
largest force on an atom = 0.7 eV/Å
energy = -255042.1550 eV
lowest unoccupied orbital energy = -0.55 eV
orbital gap = 6.868 eV
energy above the lowest of the compared OMol25 structures with the same formula, charge and spin = 0.00 kJ/mol
highest occupied orbital energy = -7.41 eV
M = 1408.100 g mol⁻¹

Element x y z (Å)
Pb -0.5814 -0.0283 -0.9677
N 2.2902 -3.2382 1.4472
C 2.6090 -2.7572 2.7313
C 3.7418 -3.2072 3.3897
C 4.0513 -2.7199 4.6530
C 3.2465 -1.7624 5.2479
C 2.1204 -1.2973 4.5786
C 1.7913 -1.8100 3.3355
S 0.3080 -1.3172 2.5166
N 0.6640 -1.6398 0.8924
C 1.5133 -2.5400 0.5609
C 1.6731 -2.8630 -0.8935
C 2.6680 -3.7029 -1.3721
C 2.7189 -3.9742 -2.7311
C 1.7841 -3.3960 -3.5679
C 0.8455 -2.5415 -3.0072
N 0.7950 -2.2850 -1.7099
H 2.8940 -3.9489 1.0778
H 4.3778 -3.9474 2.9176
H 4.9290 -3.0894 5.1660
H 3.4881 -1.3775 6.2293
H 1.4785 -0.5512 5.0322
H 3.4199 -4.1326 -0.7252
H 3.4871 -4.6255 -3.1258
H 1.7853 -3.5822 -4.6324
H 0.1201 -2.0223 -3.6247
O 1.2281 1.4425 0.0266
S 2.2161 1.2298 1.1449
C 1.8731 2.6182 2.2714
C 0.3736 2.7158 2.5836
C -0.1946 4.0901 2.2119
C -0.3206 4.3173 0.7032
S -1.8758 3.6184 0.0817
O -1.6806 2.1339 0.1417
C -1.6971 4.1325 -1.6265
C -1.8607 3.1774 -2.6125
C -1.7647 3.5583 -3.9448
C -1.5164 4.8799 -4.2787
C -1.3906 5.8388 -3.2803
C -1.4927 5.4718 -1.9485
C 3.7881 1.8232 0.5488
C 3.8295 2.6278 -0.5756
C 5.0584 3.0875 -1.0240
C 6.2203 2.7407 -0.3468
C 6.1635 1.9275 0.7776
C 4.9395 1.4551 1.2282
H 2.2456 3.5088 1.7621
H 2.4851 2.4554 3.1604
H 0.2027 2.5215 3.6433
H -0.1770 1.9565 2.0272
H 0.4502 4.8698 2.6270
H -1.1729 4.2188 2.6839
H 0.4708 3.8200 0.1378
H -0.3251 5.3784 0.4595
H -2.1399 2.1626 -2.3593
H -1.9062 2.8102 -4.7143
H -1.4419 5.1730 -5.3184
H -1.2243 6.8767 -3.5387
H -1.4215 6.2285 -1.1773
H 2.9128 2.8669 -1.0994
H 5.1068 3.7032 -1.9126
H 7.1778 3.0975 -0.7040
H 7.0726 1.6515 1.2958
H 4.8813 0.8004 2.0916
C -2.5335 0.4035 3.9426
C -3.8577 0.1244 3.2447
C -4.0319 -1.3007 2.6984
C -5.4732 -1.3950 2.1106
C -5.7721 -2.5962 1.2258
C -3.9191 -2.3016 3.8304
O -4.4430 -2.1374 4.9067
N -3.1893 -3.4471 3.5795
C -2.5789 -3.8356 2.3948
O -2.0424 -4.9131 2.2968
N -2.6556 -2.9057 1.3648
C -3.0339 -1.5710 1.5917
O -2.6093 -0.7001 0.8880
H -2.5401 1.4122 4.3586
H -1.7022 0.3452 3.2382
H -2.3552 -0.2916 4.7663
H -3.9722 0.8011 2.3971
H -4.6860 0.2953 3.9332
H -5.6364 -0.4777 1.5425
H -6.1439 -1.3781 2.9717
H -5.2183 -2.5451 0.2906
H -6.8321 -2.6061 0.9718
H -5.5434 -3.5448 1.7185
H -3.1341 -4.1220 4.3284
I 5.0301 4.6158 -6.7128
C 3.9843 3.2944 -5.4679
C 4.6240 2.1591 -4.9925
C 3.9321 1.2983 -4.1539
C 2.6105 1.5555 -3.8118
C 1.9815 2.6911 -4.3083
C 2.6682 3.5733 -5.1311
C 1.8866 0.6297 -2.8582
O 2.5537 -0.1539 -2.1728
O 0.6101 0.7484 -2.8532
H 5.6508 1.9546 -5.2650
H 4.4122 0.4209 -3.7399
H 0.9512 2.8810 -4.0359
H 2.1813 4.4636 -5.5059
Se -1.9214 -3.3298 -0.3163
C -3.5177 -4.1100 -1.0431
C -3.9685 -5.3341 -0.5663
C -5.1262 -5.8544 -1.1232
N -5.8101 -5.2548 -2.0973
C -5.3518 -4.0889 -2.5434
C -4.2103 -3.4637 -2.0518
H -3.4360 -5.8595 0.2157
H -5.5211 -6.8033 -0.7759
H -5.9348 -3.6120 -3.3235
H -3.9227 -2.4759 -2.3955
Br -3.7641 0.1127 -2.1269


Here is one molecule with the formula C5H10N2O at a distorted geometry from the Open Molecules 2025 dataset. Energies are from ωB97M-V/def2-TZVPD.

Results
total charge = 0
largest force on an atom = 3.1 eV/Å
energy = -10373.3406 eV
lowest unoccupied orbital energy = 1.02 eV
orbital gap = 8.582 eV
energy above the lowest of the compared OMol25 structures with the same formula, charge and spin = 189.56 kJ/mol
highest occupied orbital energy = -7.56 eV
SMILES = CC1=NN(C)[C@H](C)O1
M = 114.148 g mol⁻¹

Element x y z (Å)
C 2.9106 0.2848 0.0518
C 1.4377 0.2094 -0.0644
N 0.6226 1.1930 0.0264
N -0.6016 0.8115 -0.4108
C -1.7036 1.4854 0.2268
C -0.4350 -0.8026 -0.6343
C -1.4246 -1.6118 0.1860
O 0.8819 -1.0474 -0.2364
H 3.1982 1.3001 0.3072
H 3.3759 -0.0061 -0.8904
H 3.2583 -0.4023 0.8238
H -1.7064 2.5246 -0.0989
H -1.6307 1.4903 1.3218
H -2.6667 1.0442 -0.0327
H -0.5372 -1.0037 -1.7104
H -2.4449 -1.3756 -0.1055
H -1.2556 -2.6705 -0.0076
H -1.2790 -1.4233 1.2476


Here is one molecule with the formula C4H3NO3 at a distorted geometry from the Open Molecules 2025 dataset. Energies are from ωB97M-V/def2-TZVPD.

Results
total charge = 0
largest force on an atom = 6.9 eV/Å
energy = -11827.5671 eV
lowest unoccupied orbital energy = 0.21 eV
orbital gap = 10.017 eV
energy above the lowest of the compared OMol25 structures with the same formula, charge and spin = 189.71 kJ/mol
highest occupied orbital energy = -9.81 eV
SMILES = O=c1nccc(O)o1
M = 113.072 g mol⁻¹

Element x y z (Å)
O 2.5382 -1.4436 -0.2058
C 1.5161 -0.7116 0.0491
N 1.6855 0.7275 0.3284
C 0.6301 1.3428 -0.0086
C -0.7211 0.9120 -0.2564
C -0.8953 -0.3986 -0.0024
O -2.1010 -1.0846 0.0708
O 0.1903 -1.1735 0.1121
H 0.6476 2.4097 -0.0514
H -1.6787 1.4776 -0.2412
H -1.8116 -2.0578 0.2055


Here is C9H17ClGdI2N2OPSe as an isolated structure at a distorted geometry from the Open Molecules 2025 dataset. Energies are from ωB97M-V/def2-TZVPD.

Results
<S²> = 16.01
total charge = +2
2S+1 = 8
largest force on an atom = 9.9 eV/Å
energy = -138812.8107 eV
lowest unoccupied orbital energy (spin up / spin down) = -9.03 / -8.16 eV
orbital gap (spin up / spin down) = 4.650 / 5.526 eV
energy above the lowest of the compared OMol25 structures with the same formula, charge and spin = 0.00 kJ/mol
highest occupied orbital energy (spin up / spin down) = -13.68 / -13.68 eV
M = 725.693 g mol⁻¹

Element x y z (Å)
I -5.7888 0.7067 -2.7363
I -4.6090 3.0170 -3.4334
Gd 0.3105 -0.4526 -0.4817
P 0.9411 -1.4436 -2.6418
C -0.1980 -1.2885 -4.0202
C 2.5084 -0.7477 -3.2188
H 1.9761 -3.3737 -1.6476
H 1.6544 -3.6081 -3.3986
H 0.3252 -3.7346 -2.2046
C 1.2563 -3.2132 -2.4584
H 3.2603 -0.8365 -2.4264
H 2.8362 -1.2897 -4.1114
H 0.2310 -1.7756 -4.9006
H -0.3858 -0.2308 -4.2421
H 2.3805 0.3150 -3.4589
H -1.1581 -1.7581 -3.7736
C -1.4269 0.1625 -1.3149
O -2.3689 0.5112 -1.7234
Cl 2.3405 -1.2296 0.3263
C -2.6492 1.9422 2.6775
N -1.2429 1.7461 3.0555
C -0.4826 2.6452 3.7712
C 0.7452 2.1028 3.9715
N 0.7707 0.8550 3.3903
C 1.9109 -0.0671 3.4436
C -0.4534 0.6572 2.8122
Se -0.9902 -0.8105 1.9839
H -3.0401 1.0790 2.1224
H -2.7368 2.8449 2.0482
H -3.2535 2.0757 3.5912
H -0.8487 3.5825 4.1037
H 1.5672 2.5166 4.4982
H 2.7801 0.3946 2.9410
H 2.1673 -0.2703 4.4958
H 1.6709 -1.0237 2.9600